No. 1
A molecular structure, C8H12F12N2NiO10S4 at a distorted geometry. Source: the OMol25 dataset; level of theory: wB97M-V/def2-TZVPD.

Last column: Mulliken spin population.
Geometry (Å):
Ni -0.009 -0.015 0.002  1.8274
C -3.427 -1.386 -0.897  0.0022
F -2.630 -2.309 -0.391  0.0013
F -4.347 -2.057 -1.580  0.0002
F -4.018 -0.632 0.001  -0.0009
S -2.414 -0.317 -2.108  0.0061
O -1.445 -1.205 -2.706  0.0033
O -3.321 0.285 -3.054  0.0046
N -1.494 0.696 -1.036  0.0279
S -2.275 2.127 -0.870  0.0042
O -3.713 2.054 -0.900  0.0048
O -1.723 2.841 0.251  0.0016
C -1.695 3.192 -2.384  0.0008
F -2.532 4.201 -2.483  -0.0001
F -0.450 3.588 -2.158  -0.0002
F -1.689 2.480 -3.500  0.0002
C 1.768 -3.485 1.500  0.0004
F 1.654 -4.049 2.693  0.0001
F 2.585 -2.445 1.568  0.0000
F 2.295 -4.419 0.711  0.0001
S 0.052 -3.006 0.820  0.0050
O 0.214 -2.866 -0.596  0.0064
O -0.864 -4.030 1.245  0.0036
N -0.202 -1.376 1.400  0.0154
S -0.843 -1.613 2.813  0.0067
O -2.193 -2.133 2.774  0.0061
O 0.024 -2.172 3.818  0.0003
C -1.091 0.192 3.368  0.0022
F 0.042 0.702 3.853  0.0000
F -1.524 0.932 2.345  0.0033
F -2.045 0.185 4.276  -0.0001
C 1.931 -0.487 -3.604  0.0023
C 1.723 0.470 -2.418  -0.0052
O 1.625 -0.333 -1.228  0.0358
H 1.202 -1.297 -3.572  -0.0002
H 2.933 -0.917 -3.597  -0.0005
H 1.731 0.010 -4.555  0.0003
H 0.807 1.029 -2.599  0.0036
H 2.548 1.184 -2.406  -0.0006
H 2.536 -0.597 -1.053  0.0014
C 2.592 2.264 2.572  0.0017
C 2.300 1.388 1.352  -0.0013
O 0.988 1.565 0.805  0.0266
H 2.441 3.335 2.430  -0.0002
H 3.648 2.126 2.802  0.0004
H 1.969 1.923 3.393  -0.0001
H 2.372 0.336 1.636  0.0015
H 3.083 1.524 0.599  0.0000
H 0.879 2.516 0.669  0.0016

Computed properties:
**Kohn-Sham gap (spin up / spin down)**: 10.54 / 8.84 eV
**Expectation value of S²**: 2.0037
**E_LUMO (spin up / spin down)**: -0.386 / -2.055 eV
**Multiplicity**: 3

No. 2
A molecular structure, C8H12F12NO13S4Ti at a distorted geometry. Source: the OMol25 dataset; level of theory: wB97M-V/def2-TZVPD.

Last column: Mulliken spin population.
Geometry (Å):
Ti -6.698 12.359 -19.725  2.0076
C -9.861 8.135 -21.583  -0.0446
C -10.179 9.540 -22.064  2.4921
C -8.932 10.315 -22.438  -0.6808
O -9.217 11.542 -23.087  -0.0709
C -9.809 12.526 -22.257  0.1050
N -11.057 9.458 -23.282  1.2484
H -10.575 9.017 -24.103  -0.7175
H -11.988 8.943 -23.182  -1.2149
H -11.326 10.422 -23.569  -0.4771
H -9.111 8.176 -20.790  0.0195
H -9.430 7.549 -22.395  -0.2215
H -10.768 7.685 -21.187  0.0680
H -10.747 10.065 -21.299  0.3830
H -8.296 9.764 -23.129  0.0263
H -8.402 10.530 -21.507  0.0220
H -10.820 12.282 -21.905  0.0054
H -9.874 13.436 -22.852  -0.0149
H -9.176 12.763 -21.394  0.0398
C -7.334 16.855 -19.961  0.0022
F -8.125 16.476 -18.944  0.0005
F -7.824 18.010 -20.440  -0.0001
F -6.114 17.090 -19.477  0.0003
S -7.307 15.556 -21.287  -0.0110
O -7.414 14.327 -20.480  -0.0018
O -8.498 15.815 -22.053  0.0000
O -6.048 15.743 -21.952  0.0009
C -2.819 14.384 -18.903  -0.0002
F -1.827 14.940 -18.183  -0.0002
F -3.273 15.299 -19.752  0.0001
F -2.325 13.371 -19.606  -0.0002
S -4.136 13.804 -17.765  -0.0037
O -4.348 14.920 -16.893  -0.0007
O -5.255 13.600 -18.713  0.0419
O -3.643 12.586 -17.197  0.0033
C -3.552 11.484 -22.299  0.0048
F -4.053 12.720 -22.300  0.0032
F -2.970 11.271 -23.483  0.0001
F -2.611 11.381 -21.356  -0.0003
S -4.880 10.240 -22.080  -0.0033
O -5.649 10.327 -23.292  0.0128
O -4.161 9.019 -21.856  -0.0013
O -5.620 10.721 -20.899  -0.0259
C -9.108 11.227 -16.806  0.0157
F -7.824 11.571 -16.592  0.0102
F -9.537 10.450 -15.809  0.0000
F -9.841 12.357 -16.808  0.0004
S -9.240 10.357 -18.418  -0.0122
O -8.671 11.337 -19.363  0.0087
O -8.415 9.196 -18.227  -0.0009
O -10.636 10.116 -18.610  -0.0182

Computed properties:
**Kohn-Sham gap (spin up / spin down)**: 4.04 / 10.10 eV
**Expectation value of S²**: 3.7518
**Net charge**: -2
**E_LUMO (spin up / spin down)**: 4.482 / 4.441 eV
**Multiplicity**: 4

No. 3
A molecular structure, C8H12F12NaO6P2 at a distorted geometry. Source: the OMol25 dataset; level of theory: wB97M-V/def2-TZVPD.

Last column: Löwdin charge in e.
Geometry (Å):
Na -0.833 1.204 -1.809  0.6283
P -4.105 -0.927 -2.084  0.1426
F -5.534 -1.487 -2.606  -0.1715
F -3.334 -2.044 -2.904  -0.1309
F -4.049 0.112 -3.306  -0.1585
F -2.672 -0.319 -1.528  -0.2074
F -4.884 0.197 -1.199  -0.1877
F -4.162 -1.917 -0.788  -0.1806
P 0.107 -1.157 -4.017  0.1482
F 0.685 0.363 -3.650  -0.2129
F 0.498 -0.890 -5.549  -0.1439
F 1.556 -1.823 -3.788  -0.1514
F -0.542 -2.559 -4.350  -0.1117
F -0.161 -1.322 -2.412  -0.1696
F -1.319 -0.434 -4.203  -0.1464
C 1.171 -1.233 0.324  -0.0091
C 2.634 -1.115 0.040  -0.2796
C 3.039 -0.702 -1.386  -0.0664
O 4.057 0.298 -1.173  0.0661
C 4.078 0.664 0.127  -0.5914
O 4.786 1.520 0.557  0.1376
O 3.193 -0.037 0.847  0.0726
H 0.649 -0.371 -0.107  0.0637
H 0.983 -1.155 1.392  0.0806
H 0.678 -2.073 -0.161  0.1008
H 3.225 -1.989 0.325  0.1518
H 2.232 -0.224 -1.937  0.1031
H 3.443 -1.545 -1.935  0.1330
C 0.954 1.365 4.474  -0.0211
C -0.496 1.162 4.099  -0.2662
C -1.300 2.466 3.871  -0.0717
O -1.833 2.316 2.558  0.0789
C -1.208 1.313 1.911  -0.5491
O -1.258 1.125 0.738  0.1586
O -0.474 0.589 2.753  0.0773
H 1.336 2.258 3.973  0.0898
H 1.616 0.551 4.199  0.0896
H 1.014 1.575 5.548  0.0900
H -1.012 0.435 4.723  0.1512
H -0.622 3.314 3.871  0.1301
H -2.135 2.500 4.563  0.1335

Computed properties:
**Kohn-Sham gap**: 10.19 eV
**Net charge**: -1
**E_LUMO**: 1.662 eV

No. 4
A single C8H12F2N2Si molecule at a distorted geometry. Source: the OMol25 dataset; level of theory: wB97M-V/def2-TZVPD.

Last column: Löwdin charge in e.
Geometry (Å):
C -1.781 -0.543 0.204  -0.0558
C -0.394 -0.139 0.577  -0.4749
C -0.017 -0.596 1.959  -0.0780
C 0.729 -0.492 -0.412  -0.1629
N 0.667 -2.098 -0.595  0.1571
C 0.473 -3.265 -0.709  -0.0951
C 0.238 -4.620 -0.968  -0.1033
C -1.064 -4.946 -0.378  -0.2966
N -2.053 -5.034 0.218  0.0959
Si 0.605 0.151 -2.295  0.4141
C 0.660 1.968 -2.533  -0.1297
F 1.969 -0.334 -2.941  -0.0921
F -0.384 -0.724 -3.211  -0.0833
H -1.726 -1.561 0.054  0.0493
H -2.389 -0.363 1.000  0.0521
H -2.081 -0.036 -0.770  0.1152
H -0.395 1.053 0.593  0.1725
H -0.898 -0.523 2.657  0.1041
H 0.108 -1.646 1.957  0.0629
H 0.871 -0.071 2.337  0.0913
H 1.646 -0.342 0.030  0.0775
H 1.050 -5.207 -1.290  0.0595
H -0.001 2.693 -2.082  0.0378
H 1.602 2.470 -2.365  0.0425
H 0.738 2.026 -3.613  0.0400

Computed properties:
**Structure (SMILES)**: CC(C)[C@@H](N=C=CC#N)[Si](C)(F)F
**Kohn-Sham gap**: 8.46 eV
**E_LUMO**: 0.341 eV

Relative energy (zero: lowest compared OMol25 entry of this formula, charge and spin) across the listed records, respectively: 0.0 0.0 10.1 67.8 kcal/mol.
Calculated total energy across the listed records, respectively: -5473.30094 -4985.71485 -2807.54431 -910.79917 hartree.